[1]
69
Properties=species:S:1:pos:R:3:mulliken_spin:R:1 method="wB97M-V/def2-TZVPD" s2=0.765 multiplicity=2 total_energy_ha=-3972.02487 e_homo_ev="-7.4 / -8.0" gap_ha="0.268 / 0.256"
C -2.480 0.218 3.225 0.001
C 1.049 -0.293 1.657 -0.003
H -0.641 -3.960 -1.519 0.000
C -2.001 2.815 4.109 0.000
H -0.667 -4.166 0.258 0.000
H 4.135 0.774 2.476 0.000
C 3.660 -0.837 -1.073 0.011
H 0.517 1.394 -1.378 -0.072
C -3.431 3.311 -2.291 -0.045
H -3.521 2.416 0.965 0.001
C 3.119 0.794 2.107 0.000
C 0.838 3.346 0.529 0.006
O 7.264 -2.203 -2.311 0.001
C 2.333 -0.347 2.151 0.001
O 1.341 -0.890 -1.275 -0.006
C 5.009 -2.203 -2.506 0.005
H 1.450 3.629 -0.329 -0.002
H 3.209 2.848 1.546 0.000
H -0.199 3.306 0.206 0.006
Cu -0.294 -0.687 -2.340 0.559
C -2.740 -1.185 2.766 0.000
H -4.295 -3.111 -0.739 0.000
C -0.257 1.358 -2.137 0.360
C -3.332 -3.608 -0.701 0.001
H 0.950 4.127 1.282 0.000
H -3.150 -4.127 -1.633 0.000
C -2.609 1.900 4.951 0.000
C 1.509 -2.589 -3.642 0.002
C 4.886 -1.275 -1.449 -0.002
H 2.726 -1.266 2.561 0.000
H 3.551 -0.129 -0.268 0.001
C -2.846 0.612 4.504 0.000
C -3.866 3.244 -0.972 0.092
C 2.459 -1.279 -1.718 -0.018
N 6.297 -2.664 -2.893 0.000
H -3.321 -0.103 5.161 0.000
H -1.161 3.153 2.182 -0.002
H 0.099 1.683 -3.112 0.003
H -3.999 3.874 -3.017 -0.001
C -0.619 -3.455 -0.559 -0.003
H -1.804 -1.661 2.478 0.000
C -1.630 2.434 2.834 -0.001
C -1.864 1.141 2.377 0.001
C 1.295 2.030 1.085 -0.001
C 2.614 -2.181 -2.837 0.007
O -2.054 -1.547 -1.721 -0.004
H -3.396 -1.184 1.897 0.000
H 0.282 -2.851 -0.481 0.000
P -1.269 0.592 0.709 0.021
O 6.368 -3.497 -3.780 0.001
H -4.771 3.751 -0.674 0.004
H -3.202 -1.770 3.557 0.000
S -2.049 -2.311 -0.441 0.009
C -1.962 1.867 -0.396 0.079
O 0.332 -2.216 -3.593 0.003
H 1.765 -3.334 -4.416 0.001
H 5.785 -0.929 -0.962 0.000
H -3.298 -4.289 0.142 0.000
C -3.150 2.501 -0.048 -0.059
H -1.938 2.713 -3.689 -0.003
C 0.507 0.881 1.130 -0.007
C -2.279 2.661 -2.666 0.067
H -1.811 3.824 4.446 0.000
H 4.021 -3.321 -4.009 0.000
H 0.435 -1.183 1.671 0.001
H -2.887 2.184 5.955 0.000
C -1.501 1.946 -1.739 -0.011
C 2.597 1.958 1.579 0.001
C 3.893 -2.635 -3.184 -0.005



[2]
80
Properties=species:S:1:pos:R:3:mulliken_spin:R:1 method="wB97M-V/def2-TZVPD" s2=0.752 multiplicity=2 total_energy_ha=-4638.32533 e_homo_ev="-6.7 / -7.8" gap_ha="0.234 / 0.277"
H -0.170 0.812 -6.436 0.000
P -2.044 2.614 1.999 0.003
C 0.511 -3.337 3.912 0.000
H -4.409 2.209 2.855 0.000
O -2.498 0.254 0.286 -0.002
O -0.630 -0.514 3.601 0.002
Ti -0.595 0.663 -0.204 0.979
C 2.506 -0.114 -2.102 0.007
H -0.291 -3.295 -1.817 0.001
C 1.324 -1.963 -1.488 0.005
H -4.449 1.626 -1.956 0.001
C 1.505 0.390 1.709 -0.020
C -3.605 2.691 0.998 -0.001
H 1.917 -0.583 3.573 0.000
H -1.849 0.765 3.248 0.001
H -2.326 -2.582 -2.237 0.001
H -2.870 4.003 -0.511 0.000
C -0.531 0.321 -5.544 -0.002
I 0.097 2.995 -4.360 0.001
C 2.431 -2.783 -1.682 0.000
C 1.849 -2.869 1.956 -0.002
C -1.480 -1.576 -4.438 -0.002
C -1.003 -0.974 -5.590 0.003
C 3.767 1.959 2.355 0.002
O -0.899 1.060 -1.975 -0.017
H 3.515 -4.173 1.626 0.000
I -1.015 -2.024 -7.412 0.000
H -0.323 -3.064 4.547 0.000
H 2.051 -2.243 1.097 0.004
H 2.488 4.605 -1.191 0.000
C 3.368 0.933 3.164 -0.002
C 0.779 -2.574 2.787 0.002
H -1.537 -1.742 -0.041 -0.006
H 3.923 0.712 4.066 0.000
C 3.261 3.401 0.400 0.002
N -4.773 2.533 1.954 0.000
H -3.531 4.833 0.893 0.000
O -1.484 -1.926 1.803 0.001
C 1.321 -4.426 4.198 0.000
C 3.621 -2.217 -2.102 0.000
H 0.135 -3.089 -0.124 -0.001
C -0.528 0.992 -4.332 0.006
H 4.555 -0.358 -2.671 0.000
C 1.296 2.860 -0.844 0.002
N 1.105 1.720 -0.208 -0.040
C 2.233 0.163 2.865 0.013
O -1.894 3.846 2.789 0.000
C -0.952 0.416 -3.120 0.005
H -5.333 1.737 1.505 0.000
C 2.664 -3.949 2.256 0.000
S -0.349 -1.246 2.378 0.013
N 0.373 -0.336 1.267 -0.004
O -5.068 0.622 0.232 0.000
H 1.116 -5.038 5.066 0.000
N -1.042 -1.544 -0.905 0.004
N 1.357 -0.649 -1.679 0.001
C -2.017 -1.557 -2.000 0.014
P -3.681 1.133 -0.022 0.001
H 2.495 0.956 -2.276 0.001
C 2.395 -4.729 3.373 0.000
H -2.899 -1.014 -1.673 0.000
H 0.563 3.095 -1.601 0.003
H 4.627 2.565 2.609 0.000
H 3.030 -5.574 3.606 0.000
H 2.343 -3.850 -1.514 0.000
C -1.464 -0.901 -3.231 0.009
C 3.012 2.273 1.207 -0.002
C -3.679 3.987 0.219 0.000
C 0.000 -2.552 -1.066 0.009
C 1.902 1.465 0.870 0.019
O -3.566 1.598 -1.560 0.001
C 2.372 3.710 -0.595 -0.002
H 4.118 4.029 0.606 0.000
H -4.625 4.096 -0.316 0.000
H -5.306 3.387 2.076 0.000
O -0.946 2.210 1.023 -0.016
H 4.499 -2.828 -2.264 0.000
H -1.883 -2.580 -4.474 0.000
O -2.537 1.387 2.913 0.001
C 3.655 -0.847 -2.327 0.000



[3]
67
Properties=species:S:1:pos:R:3:lowdin_charge:R:1 method="wB97M-V/def2-TZVPD" multiplicity=1 total_energy_ha=-2550.47335 charge=+1 e_homo_ev=-9.4 gap_ha=0.237
C -5.997 -0.073 1.189 -0.050
H 1.607 -6.648 0.380 0.123
Sr 0.868 -0.012 -0.307 0.969
C -1.190 -1.979 -4.419 -0.101
C -3.635 -0.183 0.550 -0.157
H 4.361 0.119 2.665 0.089
H 2.916 2.237 3.197 0.092
C -0.356 -1.724 -2.114 -0.163
H -1.172 -3.967 -5.248 0.101
H 1.707 4.470 -0.815 0.088
H -6.966 0.398 1.091 0.111
C 1.077 3.684 -0.406 -0.422
H 2.526 -0.506 -1.549 0.052
H -1.601 -1.521 -5.312 0.099
H 2.300 -6.245 2.783 0.118
H -4.432 -2.636 2.756 0.112
S 1.069 1.758 1.711 0.813
H -1.088 -0.135 -3.377 0.062
C -0.888 -1.206 -3.307 -0.177
H -1.845 1.540 -1.568 0.078
C 1.291 -3.147 3.735 -0.076
H -1.606 -1.715 0.713 0.031
C 0.321 -3.752 -0.872 -0.223
H -2.190 -2.845 1.837 0.099
C 2.547 1.330 2.720 -0.438
C -3.468 -1.316 1.405 -0.251
C 0.760 -5.115 -0.817 0.011
C 0.767 -2.700 2.554 -0.078
C -4.548 -1.769 2.117 -0.026
C 1.256 -5.624 0.333 0.006
H 4.302 1.272 1.355 0.084
H 2.170 0.667 3.497 0.078
H 2.543 3.591 1.205 0.083
C 2.818 1.586 -0.830 -0.554
N -2.552 0.261 -0.149 0.106
H 4.190 -0.073 -1.165 0.098
C -4.902 0.422 0.438 -0.154
H -0.308 -4.986 -3.213 0.094
C 3.693 0.594 1.949 -0.442
C -5.022 1.517 -0.448 -0.004
C 1.320 -4.814 1.500 -0.157
C -5.809 -1.143 2.011 -0.074
H 2.293 -4.769 4.756 0.106
H -5.980 2.013 -0.545 0.122
S 1.224 2.209 -1.520 0.807
C 1.869 -5.252 2.726 -0.025
C 1.865 -4.434 3.821 -0.076
H -6.640 -1.538 2.582 0.108
C -2.720 1.253 -0.985 -0.158
H 0.708 -5.742 -1.693 0.103
N -2.220 -1.903 1.486 0.127
C 3.167 0.049 -0.829 -0.531
H 1.264 -2.521 4.618 0.105
S 3.031 -0.739 0.872 0.832
C -0.173 -3.119 -2.110 -0.242
H 3.613 2.091 -1.376 0.102
C -3.942 1.927 -1.170 -0.050
H 0.978 4.174 1.715 0.090
H -4.009 2.751 -1.867 0.106
C -0.457 -3.914 -3.228 -0.052
H 2.939 1.959 0.178 -0.005
C 1.472 3.441 1.082 -0.446
C -0.960 -3.348 -4.385 -0.093
C 0.798 -3.516 1.394 -0.245
N 0.324 -3.007 0.209 0.097
H 0.323 -1.715 2.454 0.084
H 0.038 3.999 -0.482 0.084



[4]
67
Properties=species:S:1:pos:R:3:lowdin_charge:R:1 method="wB97M-V/def2-TZVPD" multiplicity=1 total_energy_ha=-1605.73378 e_homo_ev=-6.9 gap_ha=0.167
H 3.474 -1.197 -2.116 0.058
H -0.322 -3.941 -2.226 0.129
C -0.466 -1.513 2.782 -0.041
C 0.368 -0.427 2.427 -0.226
C -2.341 -3.384 -1.711 -0.237
H -1.125 -0.977 -2.114 0.170
H 3.244 -2.706 -3.244 0.077
H -2.384 -2.127 3.572 0.115
C -5.100 -3.791 -1.859 -0.081
H -0.461 -3.002 -0.718 0.122
H 3.086 -0.393 0.841 0.058
C 7.151 -0.189 1.129 -0.051
C 5.809 -0.567 -1.296 -0.020
H 7.743 -0.415 -2.221 0.106
C 1.783 -0.634 2.197 -0.124
H 1.463 0.588 -4.329 0.108
H -6.177 -3.934 -1.951 0.103
C -0.160 0.889 2.513 -0.043
C 1.518 -1.220 -1.337 0.040
H 7.661 -0.044 2.081 0.115
O -1.920 -2.204 -4.525 0.096
H -0.601 -2.015 -6.509 0.100
H 2.163 -1.635 1.979 0.119
C -0.532 -1.821 -2.515 -0.156
N 2.523 0.201 3.020 -0.404
C -2.842 -4.575 -2.246 -0.043
H 0.873 -1.179 -0.454 0.145
H 5.224 -0.367 2.048 0.086
H 0.414 1.740 2.167 0.113
C 7.193 -0.396 -1.279 -0.076
C 2.893 -1.034 -1.208 -0.052
C -3.603 0.237 3.826 -0.194
C -3.213 -2.434 -1.169 -0.037
C -0.835 -1.951 -4.008 -0.367
C -4.595 -2.631 -1.258 -0.066
C -2.264 0.015 3.353 -0.257
C -1.461 1.097 2.959 -0.027
C 3.597 -0.673 -0.068 0.069
C -1.755 -1.289 3.260 -0.049
C -0.855 -3.103 -1.743 -0.079
C 5.775 -0.367 1.112 0.008
H -4.604 -5.684 -2.799 0.104
C -4.221 -4.771 -2.340 -0.075
H 2.703 -0.350 -5.214 0.094
H 1.063 -2.655 -6.413 0.095
H -5.271 -1.870 -0.864 0.108
C 2.210 -0.212 -4.243 0.014
O 3.720 -0.052 3.340 -0.070
H 2.919 -2.687 -4.993 0.092
C 5.044 -0.542 -0.091 -0.173
N -4.695 0.421 4.209 0.128
N 0.330 -1.708 -4.680 -0.038
H 5.312 -0.702 -2.257 0.097
C 7.877 -0.197 -0.073 -0.056
H 2.961 0.082 -3.507 0.073
C 0.403 -1.829 -6.119 -0.006
N 0.889 -1.470 -2.504 0.049
H 0.797 -0.906 -6.558 0.094
H 1.885 -3.654 -3.895 0.102
C 2.454 -2.719 -3.999 0.013
H -1.844 2.116 3.015 0.118
H -2.801 -1.530 -0.711 0.117
O 1.943 1.226 3.498 -0.058
H -2.136 -5.320 -2.624 0.113
H -0.034 -2.519 2.748 0.109
C 1.510 -1.517 -3.843 -0.459
H 8.959 -0.052 -0.066 0.110